DFT (wB97M-V/def2-TZVPD) results for C6H14O in the gas phase at a distorted geometry.

The geometry in XYZ format:
```
21
C6H14O (wB97M-V/def2-TZVPD)
C -3.148 0.203 -0.618
C -2.173 0.049 0.514
C -0.978 -0.647 -0.058
C 0.272 -0.556 0.852
C 1.362 -0.010 -0.029
O 2.548 0.104 0.703
C 3.584 0.625 -0.079
H -3.590 -0.745 -0.942
H -2.272 0.391 -1.517
H -3.967 0.925 -0.403
H -1.947 1.012 0.999
H -2.332 -0.716 1.284
H -1.248 -1.691 -0.270
H -0.989 -0.147 -1.276
H 0.610 -1.508 1.296
H 0.137 0.130 1.708
H 1.490 -0.680 -0.897
H 1.036 0.969 -0.424
H 3.799 -0.023 -0.944
H 4.471 0.685 0.554
H 3.335 1.631 -0.454
```

Calculated values
Net charge: 0
Largest force on an atom: 4.0 eV/A
HOMO energy: -9.83 eV
DFT total energy: -8494.0941 eV
HOMO-LUMO gap: 10.97 eV
Relative energy (zero: lowest compared OMol25 entry of this formula, charge and spin): 270.0 kJ/mol
LUMO: 1.14 eV

DFT (wB97M-V/def2-TZVPD) results for 2 unconnected molecules or ions with the total composition C6H14O at a distorted geometry.

The geometry in XYZ format:
```
21
C6H14O (wB97M-V/def2-TZVPD)
C -1.672 -0.899 -0.105
C -0.637 -0.056 -0.168
C -0.250 0.781 1.082
C 1.177 1.332 1.301
C 0.362 -0.193 -1.279
C 0.564 1.238 -2.002
H -2.598 -0.821 0.447
H -1.664 -1.562 -0.967
H -1.060 1.486 1.280
H -0.365 0.102 1.937
H 1.919 0.542 1.256
H 1.342 2.266 0.769
H 1.124 1.707 2.332
H 1.415 -0.430 -1.089
H 0.058 -0.934 -2.017
H -0.477 1.495 -2.213
H 0.777 1.930 -1.207
H 1.227 1.220 -2.857
O -0.268 -3.312 1.435
H 0.221 -2.789 0.794
H -1.195 -3.103 1.270
```

Calculated values
Net charge: 0
Largest force on an atom: 3.2 eV/A
HOMO energy: -9.33 eV
DFT total energy: -8494.9657 eV
HOMO-LUMO gap: 10.20 eV
Relative energy (zero: lowest compared OMol25 entry of this formula, charge and spin): 185.9 kJ/mol
LUMO: 0.87 eV

DFT (wB97M-V/def2-TZVPD) results for a molecular structure, C6H14O.

The geometry in XYZ format:
```
21
C6H14O (wB97M-V/def2-TZVPD)
C -3.063 0.562 -0.020
C -1.850 -0.246 0.435
C -0.759 -0.357 -0.630
C 0.426 -1.178 -0.168
C 1.701 -1.014 -0.744
O 2.407 -0.169 0.739
C 2.630 1.218 0.615
H -3.842 0.581 0.750
H -3.503 0.138 -0.930
H -2.787 1.601 -0.239
H -1.421 0.199 1.342
H -2.169 -1.260 0.715
H -1.195 -0.805 -1.535
H -0.431 0.655 -0.918
H 0.201 -2.177 0.204
H 1.243 -0.491 0.843
H 2.427 -1.821 -0.747
H 1.892 -0.223 -1.468
H 3.509 1.413 -0.011
H 2.819 1.648 1.603
H 1.764 1.727 0.163
```

Calculated values
Net charge: 0
Largest force on an atom: 0.5 eV/A
HOMO energy: -8.02 eV
DFT total energy: -8493.0950 eV
HOMO-LUMO gap: 9.05 eV
Relative energy (zero: lowest compared OMol25 entry of this formula, charge and spin): 366.4 kJ/mol
LUMO: 1.03 eV

DFT (wB97M-V/def2-TZVPD) results for 2 unconnected molecules or ions with the total composition C6H14O2 at a distorted geometry.

The geometry in XYZ format:
```
22
C6H14O2 (wB97M-V/def2-TZVPD)
C 1.910 -0.477 2.613
C 1.505 -1.106 1.310
C 1.154 -0.320 0.282
C 0.631 -0.867 -1.019
C -0.752 -0.214 -1.393
C -0.483 1.112 -2.110
O 0.061 0.977 -3.405
H 1.168 0.232 2.990
H 2.388 -1.112 3.348
H 2.643 0.289 2.308
H 1.389 -2.181 1.240
H 1.388 0.733 0.416
H 1.424 -0.799 -1.769
H 0.440 -1.940 -0.921
H -1.146 -0.922 -2.128
H -1.290 -0.117 -0.458
H -1.441 1.612 -2.240
H 0.206 1.650 -1.450
H 0.788 0.343 -3.351
O -3.296 0.483 3.230
H -2.484 0.066 2.955
H -3.441 1.133 2.532
```

Calculated values
Net charge: 0
Largest force on an atom: 3.0 eV/A
HOMO energy: -9.29 eV
DFT total energy: -10542.6164 eV
HOMO-LUMO gap: 9.87 eV
Relative energy (zero: lowest compared OMol25 entry of this formula, charge and spin): 193.0 kJ/mol
LUMO: 0.57 eV

DFT (wB97M-V/def2-TZVPD) results for 2 unconnected molecules or ions with the total composition C6H14O2 at a distorted geometry.

The geometry in XYZ format:
```
22
C6H14O2 (wB97M-V/def2-TZVPD)
C 1.354 -1.450 1.611
C -0.004 -1.526 1.060
C -0.763 -0.223 1.491
C -0.409 1.160 0.840
C -0.007 1.178 -0.622
C -1.119 1.570 -1.496
O -2.293 1.459 -1.226
H 1.428 -1.877 2.648
H 1.609 -0.398 1.821
H 2.062 -2.026 1.004
H -0.497 -2.533 1.190
H 0.086 -1.760 -0.023
H -0.689 -0.011 2.617
H -1.863 -0.501 1.291
H 0.418 1.523 1.474
H -1.212 1.768 1.175
H 0.933 1.845 -0.778
H 0.140 0.092 -1.076
H -0.695 2.164 -2.399
O 0.706 -0.175 -3.832
H 0.538 -0.890 -3.243
H 0.278 0.612 -3.527
```

Calculated values
Net charge: 0
Largest force on an atom: 3.1 eV/A
HOMO energy: -10.08 eV
DFT total energy: -10542.0906 eV
HOMO-LUMO gap: 10.75 eV
Relative energy (zero: lowest compared OMol25 entry of this formula, charge and spin): 243.7 kJ/mol
LUMO: 0.66 eV

DFT (wB97M-V/def2-TZVPD) results for 3 unconnected molecules or ions with the total composition C6H14O2 at a distorted geometry.

The geometry in XYZ format:
```
22
C6H14O2 (wB97M-V/def2-TZVPD)
C -1.316 -2.047 -1.301
C -0.232 -1.323 -0.968
C 1.119 -1.765 -1.349
C -0.436 -0.074 -0.134
C -1.243 0.083 0.828
C 0.301 1.167 -0.662
H -2.360 -1.822 -1.122
H -1.238 -3.014 -1.791
H 1.881 -1.000 -1.537
H 1.171 -2.124 -2.384
H 1.469 -2.477 -0.586
H -1.551 0.943 1.421
H -1.896 -0.677 1.292
H 1.013 0.888 -1.471
H 0.663 1.739 0.223
H -0.475 1.767 -1.165
O 2.315 -0.078 1.797
H 1.737 -0.891 2.088
H 1.788 0.654 1.597
O -0.649 3.152 1.564
H -0.557 3.359 2.423
H -1.505 3.541 1.237
```

Calculated values
Net charge: 0
Largest force on an atom: 6.6 eV/A
HOMO energy: -8.90 eV
DFT total energy: -10541.5151 eV
HOMO-LUMO gap: 9.45 eV
Relative energy (zero: lowest compared OMol25 entry of this formula, charge and spin): 299.2 kJ/mol
LUMO: 0.55 eV

Question: Among the records above, which one has the lowest relative energy (zero: lowest compared OMol25 entry of this formula, charge and spin)?
Answer: number 2